(1)
Entry from the OMol25 dataset: 14 unconnected molecules or ions with the total composition C8H24B2O28 (wB97M-V/def2-TZVPD).

Results
Net charge = -2
Relative energy (zero: lowest compared OMol25 entry of this formula, charge and spin) = 0.344 eV
E = -2476.365420 Ha
HOMO = -5.473 eV
Frontier orbital gap = 9.7 eV

Each line ends with the Löwdin charge.
Positions of all 62 atoms, in Å:
O (2.4177, 3.8045, 0.9149)  0.1534
C (2.4797, 2.9298, 0.1058)  -0.3803
O (3.4631, 2.0585, -0.0519)  0.2531
B (3.1801, 1.2314, -1.2258)  -0.8515
O (1.8027, 1.5917, -1.6472)  0.2316
C (1.3988, 2.6328, -0.9525)  -0.3878
O (0.3594, 3.2108, -1.0906)  0.1412
O (3.2930, -0.2090, -0.8899)  0.2216
C (4.0204, -0.8314, -1.8045)  -0.3933
O (4.3405, -1.9806, -1.8141)  0.1492
C (4.4796, 0.2382, -2.8239)  -0.4051
O (4.0918, 1.4177, -2.3878)  0.2288
O (5.0789, -0.0021, -3.8296)  0.1398
O (0.0524, 1.0107, 3.0552)  0.1502
C (-0.3122, 0.4846, 2.0409)  -0.3830
O (0.2218, 0.5241, 0.8628)  0.2520
B (-0.5840, -0.2507, -0.1051)  -0.8629
O (-1.6696, -0.8311, 0.7091)  0.2320
C (-1.5433, -0.4480, 1.9716)  -0.3432
O (-2.2260, -0.7401, 2.9078)  0.1462
O (-1.1049, 0.5416, -1.2289)  0.2422
C (-0.9099, -0.1231, -2.3527)  -0.3550
O (-1.4049, 0.0664, -3.4253)  0.1538
C (0.0858, -1.2674, -2.0137)  -0.3538
O (0.2892, -1.2787, -0.7252)  0.2273
O (0.4715, -2.0299, -2.8542)  0.1489
O (-3.3789, 1.2145, 4.6945)  -0.0593
H (-2.9034, 0.8043, 3.9545)  0.0111
H (-3.1824, 2.1537, 4.6172)  0.0500
O (1.1665, -4.5622, -3.9029)  -0.0825
H (2.1257, -4.5078, -3.9396)  0.0271
H (0.9040, -3.7624, -3.4124)  -0.0114
O (2.0024, -2.1242, 1.4787)  -0.0394
H (1.7085, -1.8800, 0.5820)  0.0259
H (1.2159, -2.4986, 1.8942)  0.0443
O (-4.3753, -0.6942, -0.8726)  -0.0508
H (-4.2580, -0.4013, -1.7834)  0.0079
H (-3.4786, -0.7506, -0.5200)  0.0056
O (0.8445, 1.8154, -5.5550)  -0.0563
H (1.0755, 2.7433, -5.6578)  0.0265
H (0.2264, 1.7960, -4.8134)  0.0208
O (-4.0427, 1.3405, -3.6250)  -0.0649
H (-3.1325, 1.0000, -3.6509)  -0.0003
H (-4.5719, 0.6470, -4.0318)  0.0305
O (1.0035, 3.5382, 3.8867)  -0.0845
H (1.7753, 3.4435, 3.3184)  0.0126
H (0.4839, 2.7338, 3.7109)  -0.0098
O (3.0695, -0.5654, 3.9203)  -0.0655
H (2.3265, -0.9357, 3.4288)  -0.0029
H (3.7653, -1.2194, 3.8084)  0.0251
O (-3.0046, -1.3332, 5.8132)  -0.0668
H (-3.6268, -1.3974, 5.0798)  0.0469
H (-2.7464, -0.3973, 5.8143)  0.0322
O (-1.7624, 3.2674, 0.7944)  -0.0536
H (-1.1480, 3.7788, 1.3320)  0.0346
H (-1.1852, 2.8424, 0.1390)  -0.0006
O (-0.9093, -2.9997, 4.9172)  -0.0944
H (-1.6704, -2.4423, 5.2028)  -0.0111
H (-0.1575, -2.6465, 5.4011)  0.0215
O (-2.1407, -3.0246, -4.7324)  -0.0578
H (-2.2601, -3.9700, -4.6013)  0.0292
H (-1.5298, -2.7567, -4.0349)  0.0048

Forces on atoms 1 to 3 (eV/Å):
0.0 0.2 0.4
0.0 0.0 -0.1
0.0 0.2 -0.4

***

(2)
Entry from the OMol25 dataset: a molecular structure, C8H24Ba2NO7 (wB97M-V/def2-TZVPD).

Results
Net charge = +3
Relative energy (zero: lowest compared OMol25 entry of this formula, charge and spin) = 0.000 eV
E = -950.633608 Ha
HOMO = -15.808 eV
Frontier orbital gap = 5.9 eV

Each line ends with the Löwdin charge.
Positions of all 42 atoms, in Å:
Ba (2.6047, 0.9144, -3.7988)  2.0085
Ba (-0.6859, -4.2556, -1.9192)  2.0252
N (0.4868, -0.6070, -0.9288)  -0.5272
O (0.2783, -1.7528, -1.4143)  -0.2550
O (0.2205, -0.3887, 0.2354)  0.0866
O (1.0405, 0.3311, -1.5966)  -0.2329
C (2.2695, -3.2685, 1.1621)  -0.0357
C (2.0959, -4.5127, 0.2600)  -0.2847
O (0.7510, -4.9968, 0.2444)  -0.2882
H (2.1180, -3.5305, 2.2126)  0.0972
H (1.4669, -2.5571, 0.9667)  0.0453
H (3.2814, -2.8694, 1.1467)  0.0940
H (2.7581, -5.3157, 0.5864)  0.1325
H (2.3327, -4.3405, -0.7962)  0.0928
H (0.5745, -5.3979, 1.1070)  0.1243
C (-1.2364, 4.1067, -3.0855)  -0.0631
C (-0.4394, 2.8483, -2.8817)  -0.2858
O (0.7406, 2.8613, -3.7376)  -0.3111
H (-2.0567, 4.1664, -2.3672)  0.1038
H (-1.5570, 4.3908, -4.0856)  0.0978
H (-0.6301, 4.9083, -2.6463)  0.0982
H (-1.0837, 1.9992, -3.1136)  0.1174
H (-0.0757, 2.8883, -1.8574)  0.1037
H (0.6605, 3.5815, -4.3780)  0.0985
C (1.1385, 4.1052, 2.6083)  -0.0752
C (1.0834, 3.0818, 1.5000)  -0.3059
O (0.4072, 1.9150, 2.0176)  -0.1044
H (1.8893, 4.8751, 2.4352)  0.0794
H (1.3531, 3.6198, 3.5619)  0.0854
H (0.1865, 4.5936, 2.8180)  0.0829
H (2.0617, 2.7040, 1.1871)  0.1049
H (0.4403, 3.3871, 0.6664)  0.0943
H (0.4306, 1.2462, 1.3285)  0.0089
C (-3.2462, -1.9852, 2.1464)  -0.0666
C (-2.8010, -1.9971, 0.7000)  -0.2641
O (-1.6202, -2.8440, 0.6135)  -0.2288
H (-2.5598, -1.6532, 2.9245)  0.0902
H (-3.5273, -2.9916, 2.4685)  0.0865
H (-4.1881, -1.4405, 2.2449)  0.0931
H (-2.4904, -1.0096, 0.3547)  0.1096
H (-3.5799, -2.4518, 0.0903)  0.1161
H (-0.8926, -2.3580, 1.0199)  0.0517

Forces on atoms 1 to 3 (eV/Å):
-0.9 0.7 0.8
0.0 0.7 1.8
0.5 0.7 1.5

***

(3)
Entry from the OMol25 dataset: a molecular structure, C8H24HgO9S (wB97M-V/def2-TZVPD).

Results
Net charge = -1
Multiplicity = 2
E = -1547.793616 Ha
HOMO (spin up / spin down) = -4.144 / -4.114 eV
Frontier orbital gap (spin up / spin down) = 6.8 / 5.4 eV

Each line ends with the Löwdin spin population.
Positions of all 43 atoms, in Å:
Hg (0.4346, 0.5312, -1.1976)  0.0426
C (-3.7967, -0.7207, -0.5292)  0.0017
C (-2.3301, -1.0549, -0.4257)  0.0025
O (-1.5322, -0.8666, -1.5757)  0.0735
H (-4.3818, -0.9501, 0.3613)  0.0002
H (-4.3244, -1.3070, -1.2814)  -0.0001
H (-4.1129, 0.3089, -0.6965)  0.0000
H (-2.2359, -2.0976, -0.1225)  -0.0001
H (-1.9214, -0.4255, 0.3649)  0.0014
S (2.7356, 1.9673, -2.1323)  0.0023
O (2.8193, 2.1059, -3.5818)  0.0015
O (2.6680, 0.6088, -1.6912)  -0.0020
O (3.7183, 2.7639, -1.4152)  0.0016
O (1.3438, 2.4111, -1.9993)  0.0453
O (0.0313, 0.6664, -3.5176)  0.8231
H (0.5401, 0.1973, -4.2073)  0.0157
C (-1.0234, 2.8569, 1.4464)  0.0000
C (-1.8803, 2.8947, 0.1430)  -0.0004
O (-1.2155, 2.2402, -0.9617)  -0.0055
H (0.0373, 2.8293, 1.1969)  0.0000
H (-1.3369, 2.0567, 2.1169)  0.0000
H (-1.2731, 3.7806, 1.9684)  0.0000
H (-2.2045, 3.8929, -0.1511)  -0.0001
H (-2.7433, 2.2566, 0.3335)  0.0000
H (-1.8139, 2.3579, -1.7032)  0.0001
C (1.3051, -3.8201, 0.2956)  -0.0001
C (1.9542, -3.0181, -0.8215)  -0.0005
O (1.5027, -1.6590, -0.9260)  -0.0049
H (1.5735, -3.4354, 1.2796)  0.0000
H (1.6796, -4.8433, 0.2678)  0.0000
H (0.2327, -3.8907, 0.1139)  0.0000
H (1.7720, -3.5266, -1.7682)  0.0000
H (3.0285, -2.9482, -0.6505)  -0.0001
H (2.2404, -1.1723, -1.3009)  -0.0005
C (0.4922, -0.0828, 3.3689)  0.0001
C (1.1879, -0.5382, 2.0056)  0.0004
O (1.2120, 0.4779, 1.0058)  0.0020
H (1.0646, -0.4187, 4.2336)  0.0000
H (-0.5783, -0.2847, 3.4044)  0.0000
H (0.5363, 0.9771, 3.6197)  0.0000
H (0.6542, -1.3988, 1.6022)  0.0000
H (2.2236, -0.8735, 2.0601)  0.0001
H (1.7169, 1.1511, 1.4678)  0.0001

Forces on atoms 1 to 3 (eV/Å):
-2.3 -0.7 -1.1
-1.6 -0.1 -0.3
1.4 0.6 -0.8